The following is a DFT calculation (ωB97M-V/def2-TZVPD) of C15H27EuN5O6 as an isolated structure.

Positions of all 54 atoms, in Å:
1 O 0.366 -1.535 -2.943
2 H -0.117 -1.873 -3.726
3 Eu 0.340 -0.019 -1.228
4 N 2.135 -1.880 -0.071
5 N -0.296 -2.125 0.491
6 N 0.702 2.215 -0.249
7 N -1.176 1.133 1.089
8 O 2.574 -0.987 -0.904
9 O 1.771 2.860 -0.947
10 O -2.131 0.598 1.954
11 O -1.554 -2.139 0.773
12 C 0.211 -3.213 -0.186
13 C 1.526 -2.974 -0.657
14 C 0.076 3.035 0.596
15 C -1.034 2.445 1.315
16 C 2.136 -3.649 -1.818
17 H 1.917 -3.105 -2.768
18 H 1.753 -4.672 -1.922
19 H 3.226 -3.723 -1.667
20 C -0.600 -4.410 -0.495
21 H -1.503 -4.127 -1.045
22 H -0.887 -4.947 0.419
23 H -0.048 -5.118 -1.120
24 C 0.474 4.450 0.756
25 C -1.828 3.330 2.255
26 H 1.149 4.793 -0.033
27 H 0.965 4.595 1.727
28 H -0.415 5.091 0.772
29 H -2.445 2.731 2.937
30 H -2.484 4.015 1.679
31 H -1.160 3.978 2.856
32 H 2.299 2.162 -1.392
33 H -2.232 -0.329 1.648
34 C -1.984 0.315 -2.204
35 H -1.710 -0.048 -3.226
36 H -2.261 1.383 -2.236
37 H -2.820 -0.272 -1.774
38 O 1.683 0.784 -3.243
39 H 1.454 -0.161 -3.474
40 H 1.110 1.311 -3.860
41 N 1.623 -0.205 2.151
42 C 1.047 0.132 3.326
43 C 1.515 1.215 4.093
44 C 0.949 1.504 5.331
45 C -0.137 0.742 5.794
46 C -0.673 -0.284 4.999
47 C -0.080 -0.593 3.779
48 H 2.501 0.228 1.882
49 H 1.458 -1.109 1.729
50 H 2.361 1.787 3.724
51 H 1.348 2.329 5.934
52 H -0.574 0.970 6.777
53 H -1.542 -0.856 5.354
54 H -0.463 -1.420 3.192

Its expectation value of S² is 12.16. As for the multiplicity: 7. As for the LUMO energy (alpha / beta): -0.170 / -0.234 Eh. The net charge is +1. The value obtained for the orbital gap (alpha / beta) is 5.3 / 3.5 eV. The calculation puts the HOMO energy (alpha / beta) at -9.89 / -9.89 eV.

***

The following is a DFT calculation (ωB97M-V/def2-TZVPD) of one molecule with the formula CH4O3S.

Positions of all 9 atoms, in Å:
1 C 0.168 -0.097 0.019
2 O 0.877 -1.205 -0.525
3 O 0.379 0.105 1.331
4 O 0.442 0.964 -0.844
5 S -1.815 -0.511 0.032
6 H 1.296 -0.952 -1.318
7 H 0.651 -0.680 1.934
8 H 0.422 1.782 -0.354
9 H -2.420 0.594 -0.276

As for the multiplicity: 1. As for the LUMO energy: 0.017 Eh. The value obtained for the orbital gap is 9.4 eV. Its SMILES is OC(O)(O)S. The calculation puts the HOMO energy at -8.89 eV.

***

The following is a DFT calculation (ωB97M-V/def2-TZVPD) of a 17-piece molecular cluster, C3H39NO17 overall.

Positions of all 60 atoms, in Å:
1 C 0.914 -3.219 1.709
2 N 0.632 -2.885 0.379
3 C 0.038 -4.035 -0.300
4 C 0.824 -1.636 -0.340
5 O 1.408 -2.216 2.290
6 H 0.567 -4.180 1.967
7 H 0.767 -4.646 -0.831
8 H -0.636 -3.817 -1.270
9 H -0.693 -4.604 0.272
10 H 1.295 -1.654 -1.286
11 H 1.539 -1.019 0.227
12 H -0.116 -1.004 -0.376
13 H 0.806 2.569 -1.600
14 H -0.232 3.666 -1.798
15 O 0.389 3.126 -2.212
16 H -0.099 0.471 -4.479
17 H -0.823 -0.942 -4.241
18 O -0.135 -0.526 -4.408
19 H -3.131 -0.194 -2.153
20 H -2.004 -0.026 -3.205
21 O -2.235 -0.520 -2.463
22 H -4.141 -1.018 1.321
23 H -2.653 -1.224 1.288
24 O -3.391 -1.252 0.756
25 H 2.994 -2.183 1.029
26 H 3.952 -1.289 0.346
27 O 3.606 -2.131 0.331
28 H 1.498 1.650 0.117
29 H 0.398 0.634 -0.284
30 O 1.005 1.420 -0.641
31 H 2.124 0.795 -3.376
32 H 1.692 0.766 -1.956
33 O 2.434 0.414 -2.526
34 H -1.712 0.789 0.007
35 H -1.578 2.184 0.376
36 O -2.224 1.664 -0.034
37 H -0.886 3.846 0.687
38 H -1.237 4.740 1.990
39 O -1.611 4.487 1.098
40 H 2.231 1.897 2.785
41 H 3.075 3.186 2.496
42 O 2.158 2.874 2.483
43 H 3.113 0.103 3.774
44 H 2.881 -0.513 2.383
45 O 3.012 0.332 2.820
46 H 3.717 3.105 -0.410
47 H 3.507 1.814 -1.331
48 O 3.551 2.053 -0.470
49 H -0.715 -1.010 2.436
50 H -1.624 -0.944 3.648
51 O -1.590 -0.560 2.749
52 H -3.943 -3.521 0.509
53 H -3.522 -2.670 -0.573
54 O -3.834 -3.614 -0.416
55 H -3.804 1.276 -1.171
56 H -3.594 2.157 -2.223
57 O -4.100 1.273 -2.062
58 H -0.718 1.497 2.371
59 H 0.645 2.494 1.912
60 O -0.193 1.972 1.649

As for the multiplicity: 1. As for the LUMO energy: -0.012 Eh. The value obtained for the orbital gap is 9.8 eV. The calculation puts the HOMO energy at -10.11 eV.

***

The following is a DFT calculation (ωB97M-V/def2-TZVPD) of a 2-piece molecular cluster, CH7N2S overall.

Positions of all 11 atoms, in Å:
1 C -0.799 0.410 0.291
2 N -0.343 -0.806 0.310
3 N -1.931 0.886 -0.244
4 S 2.189 -0.047 -0.118
5 H -0.200 1.079 0.915
6 H 0.402 -1.146 0.791
7 H -0.687 -1.514 -0.355
8 H -2.489 0.301 -0.817
9 H 2.774 -1.210 0.182
10 H -2.217 1.873 -0.110
11 H 3.302 0.174 -0.845

As for the multiplicity: 1. As for the LUMO energy: -0.147 Eh. The net charge is +1. The value obtained for the orbital gap is 9.7 eV. The calculation puts the HOMO energy at -13.69 eV.

***

no.,electronic energy (eV),maximum force (eV/Å)
1,-55041.2748,3.692
2,-18078.5769,3.481
3,-40037.6768,14.000
4,-14958.8730,5.663